(1)
55
Properties=species:S:1:pos:R:3 method="wB97M-V/def2-TZVPD" lumo_energy_ev="2.38 / 2.38" relative_energy_kj_mol=69.0 s2=6.046 total_charge=-1 homo_energy_ev="-2.21 / -5.23" multiplicity=5
Cr -0.39 -0.73 -0.50
O -4.05 3.82 0.80
C -3.16 2.83 0.57
C -2.82 1.90 1.54
C -1.92 0.91 1.22
N -1.40 0.84 -0.01
C -1.68 1.75 -0.94
C -2.57 2.77 -0.70
C -0.91 1.48 -2.23
O -0.90 2.31 -3.12
O -0.31 0.34 -2.21
C -1.42 -0.20 2.11
O -1.74 -0.23 3.29
O -0.64 -1.03 1.51
H -4.38 3.73 1.70
H -3.24 1.92 2.54
H -2.80 3.50 -1.46
C 1.87 1.93 0.86
C 2.42 0.58 0.50
C 3.73 0.22 0.78
C 4.17 -1.06 0.43
C 3.31 -1.95 -0.17
C 1.98 -1.54 -0.41
N 1.59 -0.28 -0.09
N 0.95 -2.24 -0.92
Si 0.96 -3.82 -1.61
C 2.50 -4.13 -2.67
C -0.56 -3.96 -2.71
C 0.92 -5.18 -0.29
H 2.65 2.69 0.86
H 1.42 1.89 1.85
H 1.09 2.21 0.15
H 4.39 0.93 1.26
H 5.19 -1.35 0.64
H 3.62 -2.95 -0.44
H 2.87 -3.20 -3.12
H 2.26 -4.82 -3.49
H 3.32 -4.58 -2.10
H -0.69 -3.03 -3.27
H -1.46 -4.12 -2.12
H -0.47 -4.78 -3.42
H 1.75 -5.09 0.42
H 0.98 -6.17 -0.75
H -0.01 -5.14 0.29
Br -3.22 -0.80 -3.18
C -3.29 -1.40 -1.37
C -4.54 -1.59 -0.84
C -4.67 -2.31 0.36
C -3.52 -2.96 0.84
C -2.31 -2.72 0.25
N -2.12 -1.81 -0.78
H -5.41 -1.23 -1.38
H -5.64 -2.43 0.83
H -3.58 -3.65 1.67
H -1.41 -3.21 0.60

(2)
50
Properties=species:S:1:pos:R:3 method="wB97M-V/def2-TZVPD" lumo_energy_ev=-0.29 homo_energy_ev=-8.08 smiles="O=C(CN1CCCCC1)NNc1nc(-c2ccccc2)c2cc(Br)ccc2n1" multiplicity=1
O 3.44 2.86 0.04
C 3.32 1.70 0.38
N 2.20 1.19 0.93
N 0.99 1.89 0.92
C -0.15 1.22 0.65
N -0.11 -0.10 0.63
C -1.28 -0.74 0.50
C -1.30 -2.15 0.53
C -2.49 -2.83 0.44
C -3.69 -2.11 0.34
C -3.71 -0.74 0.30
C -2.50 -0.03 0.34
C -2.39 1.39 0.28
N -1.24 1.99 0.46
C -3.54 2.26 0.00
C -4.42 1.98 -1.05
C -5.49 2.81 -1.30
C -5.70 3.94 -0.52
C -4.81 4.24 0.51
C -3.74 3.41 0.76
H -3.04 3.63 1.55
H -4.96 5.12 1.11
H -6.54 4.59 -0.71
H -6.17 2.59 -2.11
H -4.25 1.12 -1.68
H -4.65 -0.21 0.25
Br -5.33 -3.08 0.28
H -2.52 -3.90 0.46
H -0.37 -2.68 0.63
H 1.07 2.87 0.70
H 2.09 0.18 0.99
C 4.43 0.65 0.32
N 3.84 -0.66 0.11
C 4.66 -1.78 0.52
C 3.81 -3.04 0.53
C 3.24 -3.30 -0.86
C 2.47 -2.06 -1.33
C 3.38 -0.84 -1.26
H 2.82 0.05 -1.56
H 4.23 -0.96 -1.95
H 1.61 -1.89 -0.68
H 2.11 -2.20 -2.35
H 2.58 -4.17 -0.84
H 4.05 -3.51 -1.56
H 3.00 -2.91 1.24
H 4.42 -3.89 0.85
H 5.04 -1.58 1.53
H 5.53 -1.91 -0.15
H 4.95 0.66 1.28
H 5.15 0.94 -0.46